Density functional theory data (the ωB97M-V functional and the def2-TZVPD basis) for the molecule C4H13N3 in a non-equilibrium geometry.

## Properties
Strongest force on any atom, eV/A: 5.29
Molecular weight, Da: 103.2
SMILES string: NCCNCCN
Highest occupied orbital energy, eV: -8.66
Energy, eV: -8826.493
Multiplicity: 1
Frontier orbital gap, hartree: 0.35533
LUMO level, eV: 1.00

The geometry in XYZ format:
```
20
Properties=species:S:1:pos:R:3:mulliken_charge:R:1
N -1.72 2.60 -0.75 -0.559
C -1.66 1.18 -1.12 -0.447
C -0.24 0.51 -1.11 -0.525
N -0.48 -0.58 -0.15 -0.423
C 0.73 -1.44 -0.17 -0.319
C 1.02 -1.73 1.35 -0.812
N 1.77 -0.62 1.97 -0.463
H -0.86 2.74 -0.22 0.217
H -2.62 2.78 -0.31 0.236
H -2.07 1.20 -2.20 0.223
H -2.29 0.55 -0.39 0.323
H -0.15 -0.05 -2.16 0.240
H 0.74 1.06 -0.88 0.387
H -0.60 -0.11 0.75 0.287
H 0.67 -2.18 -0.99 0.349
H 1.70 -0.93 -0.76 0.194
H 0.27 -2.10 1.99 0.365
H 1.81 -2.56 1.37 0.323
H 1.29 0.20 2.19 0.185
H 2.69 -0.52 1.58 0.218
```

=====

Density functional theory data (the ωB97M-V functional and the def2-TZVPD basis) for the molecule C4H13N3 in a non-equilibrium geometry.

## Properties
Strongest force on any atom, eV/A: 1.38
Molecular weight, Da: 103.2
SMILES string: CNCCNCN
Highest occupied orbital energy, eV: -8.41
Energy, eV: -8828.352
Multiplicity: 1
Frontier orbital gap, hartree: 0.35209
LUMO level, eV: 1.17

The geometry in XYZ format:
```
20
Properties=species:S:1:pos:R:3:mulliken_charge:R:1
C -1.75 -2.91 0.62 -0.874
N -1.32 -1.58 1.05 -0.382
C -0.08 -1.21 0.40 -0.503
C 0.30 0.26 0.67 -0.454
N 0.61 0.94 -0.56 -0.348
C 1.22 2.24 -0.48 -0.414
N 1.18 2.85 -1.79 -0.621
H -0.94 -3.62 0.82 0.309
H -2.57 -3.28 1.23 0.314
H -2.01 -2.97 -0.44 0.315
H -2.03 -0.93 0.76 0.234
H 0.01 -1.36 -0.69 0.289
H 0.72 -1.82 0.82 0.290
H -0.49 0.80 1.18 0.298
H 1.14 0.31 1.36 0.238
H 1.01 0.42 -1.32 0.214
H 0.66 2.79 0.28 0.255
H 2.27 2.21 -0.16 0.373
H 0.26 3.22 -1.97 0.225
H 1.82 3.64 -1.79 0.241
```

=====

Density functional theory data (the ωB97M-V functional and the def2-TZVPD basis) for a 2-piece molecular cluster, C4H13N3 overall in a non-equilibrium geometry.

## Properties
Strongest force on any atom, eV/A: 3.29
Molecular weight, Da: 103.2
Highest occupied orbital energy (alpha / beta), eV: -7.91 / -8.66
Energy, eV: -8824.299
Multiplicity: 1
Frontier orbital gap (alpha / beta), hartree: 0.26752 / 0.33607
LUMO level (alpha / beta), eV: -0.63 / 0.48

The geometry in XYZ format:
```
20
Properties=species:S:1:pos:R:3:mulliken_charge:R:1
C -0.13 -1.53 -1.06 -1.139
C 1.70 -0.17 -0.26 -0.984
N 0.26 -0.45 -0.17 0.184
N -0.86 -1.17 1.70 -0.565
H -1.30 -2.04 1.38 0.224
H 0.05 -1.55 2.00 0.214
H 0.14 -1.31 -2.10 0.348
H -1.20 -1.69 -1.01 0.365
H 0.38 -2.45 -0.77 0.362
H 1.97 0.63 0.42 0.310
H 2.01 0.10 -1.28 0.288
H 2.24 -1.07 0.05 0.326
C -0.35 1.86 0.83 -1.563
C -0.74 0.79 -0.19 0.430
N -0.89 1.18 -1.49 -0.639
H -0.84 2.20 -1.57 0.261
H -1.60 0.24 0.29 0.374
H 0.53 2.42 0.51 0.400
H -0.16 1.42 1.81 0.367
H -1.19 2.56 0.93 0.437
```

=====

Density functional theory data (the ωB97M-V functional and the def2-TZVPD basis) for a 2-piece molecular cluster, C4H13N3 overall in a non-equilibrium geometry.

## Properties
Strongest force on any atom, eV/A: 2.78
Molecular weight, Da: 103.2
Highest occupied orbital energy, eV: -6.11
Energy, eV: -8823.901
Multiplicity: 1
Frontier orbital gap, hartree: 0.25115
LUMO level, eV: 0.73

The geometry in XYZ format:
```
20
Properties=species:S:1:pos:R:3:mulliken_charge:R:1
C -1.02 -0.60 -0.07 0.597
C -0.90 0.60 0.73 -0.257
C 2.23 0.92 -0.43 -1.109
C -1.08 -0.55 -1.57 -1.424
N 1.14 0.41 0.37 -0.235
N 1.59 -0.53 1.35 -0.718
N -2.44 -0.23 0.61 -0.478
H -0.62 -1.50 0.38 0.266
H 2.24 -0.08 2.01 0.232
H 2.13 -1.29 0.93 0.209
H -3.23 -0.08 0.00 0.205
H -2.68 -0.73 1.47 0.249
H -0.64 0.49 1.78 0.244
H -1.07 1.57 0.27 0.276
H 2.98 1.47 0.17 0.352
H 2.79 0.13 -0.98 0.258
H 1.85 1.63 -1.17 0.301
H -1.69 -1.37 -1.97 0.376
H -0.06 -0.63 -1.95 0.324
H -1.51 0.39 -1.93 0.333
```

=====

Density functional theory data (the ωB97M-V functional and the def2-TZVPD basis) for a 2-piece molecular cluster, C4H13N3 overall.

## Properties
Strongest force on any atom, eV/A: 0.53
Molecular weight, Da: 103.2
SMILES string: N/C=C/N.CCN
Highest occupied orbital energy, eV: -7.86
Energy, eV: -8828.281
Multiplicity: 1
Frontier orbital gap, hartree: 0.32817
LUMO level, eV: 1.07

The geometry in XYZ format:
```
20
Properties=species:S:1:pos:R:3:mulliken_charge:R:1
N -0.95 -1.31 2.97 -0.556
C 0.11 -0.37 2.73 -0.386
C 0.84 -0.46 1.62 -0.092
N 1.87 0.39 1.23 -0.549
H -1.80 -0.99 2.53 0.195
H -1.12 -1.43 3.95 0.256
H 0.31 0.39 3.48 0.288
H 0.76 -1.35 1.02 0.416
H 1.97 1.21 1.81 0.195
H 1.84 0.66 0.26 0.248
C 0.33 0.56 -3.05 -1.114
C -0.38 -0.16 -1.91 -0.147
N -1.19 0.79 -1.14 -0.562
H 0.97 1.33 -2.63 0.281
H 0.96 -0.13 -3.62 0.334
H -0.38 1.03 -3.74 0.300
H -1.00 -0.97 -2.32 0.287
H 0.37 -0.59 -1.26 0.195
H -2.01 1.06 -1.67 0.235
H -1.50 0.36 -0.28 0.176
```

=====

Density functional theory data (the ωB97M-V functional and the def2-TZVPD basis) for a 3-piece molecular cluster, C4H13N3 overall in a non-equilibrium geometry.

## Properties
Strongest force on any atom, eV/A: 1.19
Molecular weight, Da: 103.2
Highest occupied orbital energy (alpha / beta), eV: -6.48 / -6.48
Energy, eV: -8825.468
Multiplicity: 1
Frontier orbital gap (alpha / beta), hartree: 0.27404 / 0.27406
LUMO level (alpha / beta), eV: 0.98 / 0.98

The geometry in XYZ format:
```
20
Properties=species:S:1:pos:R:3:mulliken_charge:R:1
C 1.27 0.70 -0.05 -0.289
C -1.04 0.27 -0.68 -0.928
C -1.71 0.63 0.63 -0.601
N 1.22 2.06 0.06 -0.411
N 1.63 -0.06 0.98 -0.434
H 1.47 0.30 -1.03 0.416
H 0.79 2.55 -0.70 0.266
H 1.53 -1.11 0.71 0.437
H 1.35 0.24 1.90 0.249
H 0.98 2.44 0.97 0.282
H -0.95 -2.00 0.27 0.321
H -0.84 1.15 -1.30 0.186
H -1.97 -0.27 1.20 0.189
H -1.05 1.22 1.29 0.117
H -2.63 1.22 0.53 0.313
C -0.25 -2.06 -0.55 -0.291
N 1.01 -2.29 -0.27 -0.746
H 1.56 -2.46 -1.10 0.181
H -0.66 -2.23 -1.54 0.328
H -1.72 -0.31 -1.31 0.414
```

=====

Density functional theory data (the ωB97M-V functional and the def2-TZVPD basis) for the molecule C4H13N3.

## Properties
Strongest force on any atom, eV/A: 0.93
Molecular weight, Da: 103.2
SMILES string: CNCCNCN
Highest occupied orbital energy, eV: -8.23
Energy, eV: -8828.369
Multiplicity: 1
Frontier orbital gap, hartree: 0.34426
LUMO level, eV: 1.13

The geometry in XYZ format:
```
20
Properties=species:S:1:pos:R:3:mulliken_charge:R:1
C 2.85 1.18 -0.99 -0.907
N 1.85 0.68 -0.04 -0.405
C 0.58 1.33 -0.23 -0.623
C -0.51 0.71 0.63 -0.671
N -0.77 -0.67 0.31 -0.200
C -2.12 -1.16 0.33 -0.465
N -2.09 -2.62 0.28 -0.663
H 2.53 1.06 -2.03 0.330
H 3.02 2.24 -0.76 0.300
H 3.79 0.65 -0.88 0.328
H 1.73 -0.32 -0.22 0.227
H 0.24 1.31 -1.27 0.347
H 0.69 2.37 0.09 0.390
H -0.20 0.82 1.69 0.292
H -1.43 1.28 0.52 0.407
H -0.07 -1.38 0.46 0.218
H -2.63 -0.80 1.23 0.297
H -2.71 -0.77 -0.51 0.320
H -1.70 -2.96 1.15 0.238
H -3.05 -2.95 0.24 0.240
```

=====

Density functional theory data (the ωB97M-V functional and the def2-TZVPD basis) for the molecule C4H13N3 in a non-equilibrium geometry.

## Properties
Strongest force on any atom, eV/A: 2.48
Molecular weight, Da: 103.2
SMILES string: NCC[C@H](N)CN
Highest occupied orbital energy, eV: -8.71
Energy, eV: -8828.080
Multiplicity: 1
Frontier orbital gap, hartree: 0.35906
LUMO level, eV: 1.06

The geometry in XYZ format:
```
20
Properties=species:S:1:pos:R:3:mulliken_charge:R:1
N 0.35 1.75 2.31 -0.639
C -0.73 1.23 1.46 -0.542
C -0.42 -0.09 0.75 -0.607
C -0.11 0.08 -0.76 0.230
N -1.35 0.27 -1.52 -0.653
C 0.53 -1.19 -1.38 -0.834
N 1.95 -1.43 -1.23 -0.575
H 0.76 1.02 2.88 0.254
H 1.11 2.13 1.74 0.229
H -1.17 2.06 0.89 0.373
H -1.46 0.88 2.21 0.277
H 0.51 -0.49 1.10 0.289
H -1.12 -0.98 0.90 0.281
H 0.45 1.02 -0.81 0.263
H -1.80 1.18 -1.40 0.252
H -2.15 -0.34 -1.44 0.218
H -0.17 -2.01 -1.11 0.227
H 0.27 -1.24 -2.45 0.492
H 2.16 -1.77 -0.28 0.215
H 2.40 -2.07 -1.86 0.251
```

=====

Density functional theory data (the ωB97M-V functional and the def2-TZVPD basis) for a 2-piece molecular cluster, C4H13N3 overall in a non-equilibrium geometry.

## Properties
Strongest force on any atom, eV/A: 2.68
Molecular weight, Da: 103.2
SMILES string: [H]/N=C/N.CN(C)C
Highest occupied orbital energy, eV: -8.66
Energy, eV: -8828.133
Multiplicity: 1
Frontier orbital gap, hartree: 0.34946
LUMO level, eV: 0.85

The geometry in XYZ format:
```
20
Properties=species:S:1:pos:R:3:mulliken_charge:R:1
H -4.36 0.02 -0.34 0.233
N -4.03 -0.56 -1.08 -0.736
C -2.91 -1.09 -0.67 0.144
N -2.04 -1.75 -1.51 -0.399
H -2.50 -0.89 0.33 0.308
H -1.17 -2.12 -1.14 0.223
H -2.47 -2.08 -2.37 0.246
C 0.65 0.89 -0.60 -0.739
N 1.17 0.83 0.80 -0.126
C 1.37 -0.52 1.32 -0.883
C 2.41 1.62 0.90 -0.878
H -0.32 0.37 -0.77 0.127
H 1.41 0.50 -1.30 0.313
H 0.49 1.92 -0.85 0.336
H 1.53 -0.49 2.42 0.324
H 0.43 -1.04 1.19 0.277
H 2.16 -1.08 0.85 0.324
H 2.75 1.57 1.93 0.322
H 2.19 2.68 0.62 0.282
H 3.26 1.20 0.26 0.302
```

=====

Density functional theory data (the ωB97M-V functional and the def2-TZVPD basis) for a 2-piece molecular cluster, C4H13N3 overall in a non-equilibrium geometry.

## Properties
Strongest force on any atom, eV/A: 1.97
Molecular weight, Da: 103.2
SMILES string: C[C@H](N)CN.C=N
Highest occupied orbital energy, eV: -8.27
Energy, eV: -8828.111
Multiplicity: 1
Frontier orbital gap, hartree: 0.33856
LUMO level, eV: 0.94

The geometry in XYZ format:
```
20
Properties=species:S:1:pos:R:3:mulliken_charge:R:1
C -1.53 0.45 -1.79 -1.418
C -0.40 0.28 -0.79 0.513
N 0.89 0.52 -1.43 -0.759
C -0.36 -1.19 -0.09 -0.780
N -1.56 -1.68 0.56 -0.630
H -1.35 -0.12 -2.72 0.320
H -2.49 0.14 -1.37 0.369
H -1.64 1.50 -2.06 0.326
H -0.52 1.06 -0.02 0.264
H 1.08 -0.22 -2.10 0.286
H 1.60 0.46 -0.69 0.373
H -0.13 -1.89 -0.91 0.375
H 0.48 -1.27 0.60 0.316
H -2.30 -1.81 -0.12 0.260
H -1.88 -1.01 1.25 0.251
C 1.98 0.77 2.69 -0.308
N 1.94 0.77 1.40 -0.437
H 1.72 -0.13 3.26 0.255
H 2.28 1.66 3.26 0.231
H 2.18 1.71 1.05 0.194
```

=====

- Which value of multiplicity does entry 8 give?
  1

=====

- Which value of energy does entry 7 give?
  -8828.369 eV